# 1
This record from the OMol25 dataset describes C47H34Br3N8O7STi as an isolated structure in a non-equilibrium geometry. The level of theory is wB97M-V/def2-TZVPD.

## Properties
- E_HOMO (eV) = -8.042
- HOMO-LUMO gap (eV) = 2.475
- M (g mol⁻¹) = 1142.5
- LUMO (eV) = -5.57
- ΔE to the lowest compared entry with this formula, charge and spin (kcal per mole) = 59.3

ORCA input file:
```
! wB97M-V def2-TZVPD RIJCOSX def2/J DEFGRID3
* xyz 1 1
Ti 0.21501 0.07421 0.87377
O -1.62436 5.47471 -4.85706
N -2.44441 4.57922 -4.86003
O -3.40900 4.53205 -5.58350
C -2.25139 3.44258 -3.90670
C -3.06914 2.39876 -4.10300
C -2.98812 1.23724 -3.27049
C -3.80757 0.11550 -3.48275
C -3.67362 -0.96673 -2.65901
C -2.72723 -0.90693 -1.62593
N -1.93685 0.13409 -1.41278
C -2.05960 1.19558 -2.23154
C -1.18305 2.33948 -2.00890
N -0.29976 2.24487 -0.98934
C 0.53492 3.24663 -0.79359
C 0.55042 4.40192 -1.56848
C -0.34330 4.51908 -2.59901
C -1.24907 3.46920 -2.85374
H -3.79200 2.43977 -4.90599
H -4.52620 0.11916 -4.29267
H -4.27008 -1.85895 -2.78680
H -2.58825 -1.75697 -0.96902
H 1.25172 3.13796 0.01307
H 1.26738 5.18463 -1.36516
H -0.35065 5.39659 -3.21961
C 1.52114 -2.18123 2.93602
N 1.50290 -1.42751 1.65755
C 2.44118 -1.72438 0.80736
C 2.49410 -1.03103 -0.40564
C 3.31720 -1.14122 -1.49345
C 2.80021 -0.25740 -2.46852
C 1.69343 0.33530 -1.93573
N 1.46605 -0.09178 -0.63506
C 2.28518 -1.38454 3.96902
C 3.60280 -1.70611 4.26650
C 4.33441 -0.93366 5.16282
C 3.74603 0.16104 5.77573
C 2.41852 0.47560 5.50125
C 1.69349 -0.29266 4.60481
H 2.00648 -3.13689 2.73644
H 0.51136 -2.39073 3.27383
H 3.17005 -2.49998 1.03296
H 4.16497 -1.80153 -1.58780
H 3.17362 -0.10514 -3.46729
H 1.02816 1.02671 -2.41586
H 4.06673 -2.56499 3.79482
H 5.35836 -1.19851 5.38972
H 4.30976 0.75168 6.48573
H 1.94540 1.30870 6.00720
H 0.64955 -0.06872 4.41973
Br -4.08626 4.14300 3.98947
C -2.92415 3.12422 2.96276
C -3.40664 2.28008 1.97549
C -2.50201 1.51738 1.26009
N -1.18653 1.59253 1.47027
C -0.72056 2.42512 2.41044
C -1.55144 3.20115 3.18697
C 0.76573 2.42152 2.58271
C 1.43027 3.33236 3.37166
C 2.81931 3.24991 3.45583
Br 3.74649 4.42671 4.54628
C 3.49447 2.28612 2.72560
C 2.75472 1.42401 1.94323
N 1.41748 1.48412 1.87624
H -4.46345 2.19641 1.76806
H -2.82222 0.82587 0.49214
H -1.16413 3.85040 3.95665
H 0.90032 4.09594 3.91958
H 4.57004 2.19472 2.75970
H 3.23500 0.66589 1.34168
N 0.25768 -2.42018 -1.90960
C 0.20920 -3.63695 -2.62853
C 0.80600 -4.76409 -2.08207
C 0.71896 -5.98272 -2.74124
C 0.04558 -6.09335 -3.94850
C -0.50814 -4.94512 -4.50443
C -0.44092 -3.72436 -3.85054
S -0.19669 -7.67785 -4.71299
O 0.95075 -8.44025 -4.23360
O -0.17164 -7.35727 -6.13511
O -1.47906 -8.15862 -4.23190
H -0.42138 -1.73721 -2.18524
H 0.27787 -2.57312 -0.91591
H 1.33060 -4.68546 -1.13145
H 1.16773 -6.87763 -2.32866
H -1.01299 -5.03907 -5.45778
H -0.89823 -2.83792 -4.28239
Br -1.63700 -4.41816 0.39999
C -2.65789 -3.67742 1.80329
C -3.65313 -4.48783 2.32909
C -4.43504 -4.04527 3.38497
C -4.22563 -2.79494 3.95184
C -3.22367 -1.99001 3.44986
C -2.44510 -2.40722 2.36390
C -1.43857 -1.45222 1.90308
O -0.88357 -0.61074 2.66110
O -1.07533 -1.37290 0.65954
H -3.80997 -5.47000 1.90563
H -5.21140 -4.69194 3.77158
H -4.83271 -2.45995 4.78069
H -3.03204 -1.01806 3.88593
*
```

Results of the Mulliken charge analysis, in e, for atoms 1 through 2:
1 Ti -1.228
2 O -0.625


# 2
This record from the OMol25 dataset describes C47H34CuF3INOPSb as an isolated structure. The level of theory is wB97M-V/def2-TZVPD.

## Properties
- E_HOMO (spin up / spin down) (eV) = -10.198 / -10.790
- HOMO-LUMO gap (spin up / spin down) (eV) = 7.663 / 6.112
- M (g mol⁻¹) = 1029.0
- LUMO (spin up / spin down) (eV) = -2.54 / -4.68
- ΔE to the lowest compared entry with this formula, charge and spin (kcal per mole) = 30.9
- <S²> = 0.76

ORCA input file:
```
! wB97M-V def2-TZVPD RIJCOSX def2/J DEFGRID3
* xyz 1 2
Cu -0.08796 0.77838 0.01929
O 2.10573 -0.14729 -2.67063
N 2.03718 1.17948 -2.28463
C 3.01659 1.52538 -1.55964
C 3.03929 2.90993 -1.06423
C 4.27302 3.52947 -0.87658
C 4.35004 4.87427 -0.56556
C 3.18881 5.61914 -0.43408
C 1.95363 5.00308 -0.55350
C 1.85517 3.64292 -0.84122
P 0.18873 2.87182 -0.81851
C -0.58313 3.43303 -2.36033
C 0.16299 3.95356 -3.41268
C -0.46385 4.29731 -4.60287
C -1.83073 4.11728 -4.75074
C -2.58196 3.60356 -3.70163
C -1.96037 3.25567 -2.51281
C -0.62849 3.83520 0.51714
C -0.24125 3.49226 1.81648
C -0.78184 4.15081 2.90874
C -1.71831 5.15880 2.71431
C -2.10926 5.50242 1.42967
C -1.57128 4.84008 0.33253
H 1.49578 -0.18137 -3.41489
H 3.84929 0.85359 -1.35231
H 5.17979 2.95279 -1.01912
H 5.31531 5.34813 -0.44570
H 3.24225 6.67898 -0.22195
H 1.05247 5.58272 -0.40477
H 1.23057 4.09309 -3.30228
H 0.11987 4.70839 -5.41613
H -2.31275 4.37463 -5.68503
H -3.65097 3.47365 -3.81176
H -2.54722 2.85809 -1.69321
H 0.49776 2.71236 1.96999
H -0.47360 3.87753 3.91027
H -2.14309 5.67484 3.56580
H -2.83236 6.29288 1.27405
H -1.88809 5.10531 -0.66931
I -2.68605 0.02772 -0.31840
C -2.53882 0.07996 1.79629
C -3.69293 0.25870 2.49988
C -3.64456 0.32408 3.90820
C -2.45207 0.20677 4.55854
C -1.24772 0.01505 3.83996
C -0.00250 -0.08470 4.51087
C 1.16472 -0.25490 3.82146
C 1.14197 -0.32790 2.41242
C -0.03580 -0.18215 1.72041
C -1.27178 -0.05065 2.41750
H -4.63952 0.35730 1.98617
H -4.56286 0.47935 4.45886
H -2.40191 0.27206 5.63884
H 0.00245 -0.02875 5.59323
H 2.10580 -0.35037 4.34773
H 2.07445 -0.47835 1.87870
F -4.44132 -4.84273 -3.40522
C -3.44555 -4.30546 -2.68836
C -3.35699 -4.59708 -1.34171
C -2.31074 -4.05361 -0.60877
C -1.36336 -3.23893 -1.22337
C -1.50917 -2.92788 -2.57334
C -2.54739 -3.46555 -3.31865
Sb 0.30790 -2.48450 -0.09842
C 0.14721 -3.89479 1.50250
C -0.10800 -3.46271 2.80055
C -0.29243 -4.37885 3.82863
C -0.21615 -5.72410 3.53119
F -0.39612 -6.61582 4.51322
C 0.03636 -6.18612 2.25137
C 0.21406 -5.26242 1.23511
C 1.89723 -3.45185 -1.17281
C 2.82150 -4.23020 -0.47998
C 3.83743 -4.88844 -1.15919
C 3.91955 -4.74096 -2.52942
F 4.89610 -5.37517 -3.19196
C 3.03524 -3.95308 -3.24104
C 2.02637 -3.29994 -2.55016
H -4.09384 -5.24106 -0.87984
H -2.24489 -4.27202 0.44888
H -0.81582 -2.25138 -3.06062
H -2.66658 -3.24169 -4.37072
H -0.16830 -2.40523 3.02495
H -0.49404 -4.06130 4.84289
H 0.08520 -7.25058 2.06459
H 0.39645 -5.61622 0.22747
H 2.75358 -4.33516 0.59544
H 4.55628 -5.50883 -0.64034
H 3.14282 -3.85738 -4.31336
H 1.33680 -2.67437 -3.10237
*
```

Results of the Mulliken charge analysis, in e, for atoms 1 through 2:
1 Cu -1.222
2 O -0.290